*one*
Molecular formula: C4H6OS
Method: DFT, ωB97M-V with the def2-TZVPD basis set

Positions of all 12 atoms, in Å:
C (2.204, -0.768, 0.142)
C (1.071, -0.293, -0.344)
C (-0.908, 0.960, -0.187)
C (-1.825, -0.025, 0.494)
H (2.698, -0.329, 1.014)
H (2.684, -1.599, -0.339)
H (0.568, -0.710, -1.224)
H (-1.183, 1.961, 0.126)
H (-1.035, 0.920, -1.286)
H (-1.430, -0.447, 1.461)
O (0.433, 0.789, 0.200)
S (-3.279, -0.459, -0.056)

Values from the calculation:
SMILES = C=COCC=S
2S+1 = 1
frontier orbital gap = 8.5 eV
highest occupied orbital energy = -8.938 eV



*two*
Molecular formula: C4H6OS
Method: DFT, ωB97M-V with the def2-TZVPD basis set

Positions of all 12 atoms, in Å:
C (-0.832, 0.709, 0.806)
C (-1.206, -0.490, -0.066)
C (1.285, -0.329, -1.130)
C (1.485, 0.208, 0.077)
H (-1.287, 0.740, 1.843)
H (-1.065, 1.582, 0.144)
H (-2.289, -0.703, -0.307)
H (-1.007, -1.441, 0.600)
H (2.048, -0.619, -1.856)
H (2.587, 0.154, 0.516)
O (0.639, 0.694, 1.013)
S (-0.358, -0.504, -1.638)

Values from the calculation:
SMILES = C1=CSCCO1
2S+1 = 1
frontier orbital gap = 8.7 eV
highest occupied orbital energy = -7.876 eV



*three*
Molecular formula: C4H6OS
Method: DFT, ωB97M-V with the def2-TZVPD basis set

Positions of all 12 atoms, in Å:
C (-2.149, -0.004, 0.486)
C (-0.801, 0.501, 0.106)
C (0.457, 0.049, -0.094)
C (1.773, 0.558, -0.639)
H (-1.580, -1.399, -0.838)
H (-2.676, 0.934, 0.344)
H (-2.173, -0.411, 1.565)
H (1.765, 1.610, -0.299)
H (2.103, 0.223, -1.610)
H (2.842, -0.578, 1.469)
O (-2.669, -0.891, -0.553)
S (3.110, -0.589, 0.063)

Values from the calculation:
2S+1 = 1
frontier orbital gap = 9.2 eV
highest occupied orbital energy = -9.365 eV



Relative energy table, unit eV: *one* 0.264; *two* 0.000; *three* 3.902



*one*
Molecular formula: C4H6OS
Method: DFT, ωB97M-V with the def2-TZVPD basis set

Positions of all 12 atoms, in Å:
C (-1.639, 0.200, 0.847)
C (-0.690, -0.392, 1.819)
C (0.628, 0.245, -0.578)
C (1.642, 0.118, -1.641)
O (0.370, 0.114, 2.071)
S (-0.897, -0.281, -0.824)
H (-2.645, -0.207, 0.872)
H (-1.624, 1.285, 0.872)
H (-0.973, -1.392, 2.196)
H (1.309, -0.288, -2.600)
H (2.441, -0.508, -1.242)
H (2.078, 1.104, -1.793)

Values from the calculation:
2S+1 = 1
frontier orbital gap = 8.1 eV
highest occupied orbital energy = -7.892 eV



*two*
Molecular formula: C4H6OS
Method: DFT, ωB97M-V with the def2-TZVPD basis set

Positions of all 12 atoms, in Å:
C (0.363, -1.470, -0.358)
C (-0.435, 0.724, 0.594)
C (-0.932, 1.807, -0.374)
C (-0.321, 0.555, -0.878)
H (-0.100, -2.386, 0.021)
H (1.271, -1.667, -0.959)
H (-1.378, 0.255, 0.968)
H (-0.375, 2.745, -0.639)
H (-1.992, 1.970, -0.269)
H (0.684, 0.798, -1.272)
O (-0.612, -0.789, -1.147)
S (0.921, -0.319, 1.089)

Values from the calculation:
SMILES = C1O[C@H]2C[C@@H]2S1
2S+1 = 1
frontier orbital gap = 9.6 eV
highest occupied orbital energy = -8.642 eV



Relative energy table, unit eV: *one* 0.000; *two* 0.490



*one*
Molecular formula: C4H6OS
Method: DFT, ωB97M-V with the def2-TZVPD basis set

Positions of all 12 atoms, in Å:
C (1.127, -0.679, -1.260)
C (-2.569, -0.796, 0.182)
C (1.661, -0.097, -0.214)
C (1.145, 1.002, 0.576)
O (0.482, -1.394, -1.966)
S (-2.283, 0.748, 0.520)
H (-2.532, -1.082, -0.975)
H (-2.995, -1.511, 0.904)
H (2.824, -0.207, -0.162)
H (0.067, 1.074, 0.656)
H (1.551, 1.943, 0.104)
H (1.522, 1.000, 1.633)

Values from the calculation:
SMILES = CC=C=O.C=S
2S+1 = 1
frontier orbital gap = 8.3 eV
highest occupied orbital energy = -8.792 eV



*two*
Molecular formula: C4H6OS
Method: DFT, ωB97M-V with the def2-TZVPD basis set

Positions of all 12 atoms, in Å:
C (-0.291, 0.200, 0.558)
C (0.537, -0.540, 1.602)
C (0.868, 0.039, 2.733)
C (0.503, 0.451, -0.676)
H (-1.158, -1.296, -0.394)
H (-0.752, 1.137, 0.974)
H (0.806, -1.541, 1.310)
H (0.705, 1.074, 3.001)
H (1.293, -0.548, 3.567)
H (1.575, 0.706, -0.439)
O (-1.421, -0.586, 0.160)
S (-0.050, 0.266, -2.162)

Values from the calculation:
SMILES = C=C[C@H](O)C=S
2S+1 = 1
frontier orbital gap = 8.5 eV
highest occupied orbital energy = -8.912 eV



Relative energy table, unit eV: *one* 0.901; *two* 0.000